No. 1
Molecular formula: C25H50BeBr4Cl2F3KN4O8
Method: DFT, the ωB97M-V functional and the def2-TZVPD basis

Each line ends with the Löwdin charge.
Cartesian coordinates (Å):
C 4.48 -7.38 -1.04  -0.097
C 3.47 -6.64 -2.15  -0.367
C 2.36 -5.81 -1.22  -0.240
O 1.56 -4.84 -1.99  -0.272
C 0.37 -4.40 -1.21  -0.116
C 0.25 -2.77 -1.08  -0.171
N 1.63 -2.24 -1.42  0.039
C 2.13 -1.15 -0.50  -0.175
N 3.37 -0.54 -0.39  0.027
C 4.45 -1.04 -1.35  -0.591
Br 4.92 -3.00 -1.04  0.586
C 5.84 -0.16 -1.10  -0.236
C 7.18 -1.03 -1.55  -0.287
N 0.86 -0.89 0.36  0.045
C -0.09 -2.10 0.41  -0.309
C 0.22 -2.99 1.75  -0.018
C 0.10 -2.19 3.17  -0.153
O -1.07 -2.28 3.84  -0.006
F 1.22 -1.38 3.71  -0.007
C -1.60 -1.51 0.13  -0.082
C -2.18 -0.51 1.30  -0.550
O -3.39 -0.85 1.82  -0.138
Cl -1.34 1.01 1.96  0.691
H 4.68 -6.64 -0.14  0.092
H 5.46 -7.80 -1.53  0.095
H 3.86 -8.28 -0.58  0.098
H 2.90 -7.55 -2.67  -0.090
H 4.05 -5.97 -2.90  0.120
H 2.92 -5.21 -0.39  0.110
H 1.71 -6.65 -0.69  0.154
H 0.39 -4.98 -0.20  0.095
H -0.57 -4.77 -1.85  0.144
H -0.46 -2.42 -1.95  0.156
H 1.91 -2.20 -2.42  0.135
H 3.49 0.20 0.34  0.178
H 4.02 -0.84 -2.44  0.135
H 5.94 0.16 0.04  0.133
H 5.80 0.80 -1.80  0.128
H 7.00 -1.60 -2.57  0.082
H 8.06 -0.23 -1.70  0.098
H 7.56 -1.75 -0.69  -0.221
H 0.44 -0.10 -0.20  0.112
H 1.35 -3.37 1.67  0.145
H -0.44 -3.97 1.75  0.100
H -1.51 -0.85 -0.86  0.145
H -2.36 -2.39 -0.03  0.136
C -3.69 -5.96 2.14  -1.587
Br -2.26 -6.35 0.88  0.527
Br -3.58 -7.07 3.73  0.578
Br -3.78 -4.07 2.57  0.640
H -4.63 -6.22 1.64  -0.022
N -2.43 2.39 5.07  -0.583
O -1.43 2.10 5.74  0.001
O -2.32 3.04 4.03  -0.039
O -3.56 2.02 5.46  0.005
K 2.07 -7.12 -3.85  1.010
F -1.53 4.79 4.46  -0.256
C -2.83 6.37 1.22  -0.122
C -1.82 7.10 2.08  -0.278
C -2.46 7.94 3.18  -0.237
C -3.37 9.08 2.70  -0.256
C -2.70 10.10 1.76  -0.286
C -1.56 10.85 2.42  -0.133
H -3.49 7.06 0.69  0.061
H -2.32 5.76 0.47  0.052
H -3.45 5.70 1.83  0.047
H -1.18 7.73 1.44  0.085
H -1.16 6.36 2.55  0.082
H -1.67 8.36 3.82  0.099
H -3.05 7.29 3.83  0.079
H -3.76 9.61 3.58  0.100
H -4.24 8.66 2.19  0.090
H -3.46 10.82 1.45  0.095
H -2.35 9.60 0.85  0.088
H -1.90 11.39 3.31  0.071
H -1.14 11.58 1.72  0.056
H -0.75 10.17 2.72  0.061
F -4.83 7.67 4.27  -0.532
Be 8.77 -2.87 -0.32  0.345
C -6.52 0.35 0.88  -0.075
C -6.14 1.81 0.77  -0.291
O -6.13 2.40 2.06  -0.390
H -7.50 0.24 1.34  0.085
H -6.53 -0.12 -0.11  0.080
H -5.81 -0.19 1.51  0.056
H -6.86 2.35 0.16  0.120
H -5.15 1.93 0.33  0.119
H -5.48 1.92 2.60  0.120
Cl -6.20 4.38 2.40  0.468
C 4.13 -4.86 -8.47  -0.093
C 3.14 -3.80 -8.04  -0.327
O 3.26 -3.54 -6.65  -0.104
H 3.96 -5.79 -7.91  0.067
H 4.04 -5.08 -9.54  0.081
H 5.15 -4.55 -8.25  0.077
H 2.11 -4.13 -8.24  0.114
H 3.31 -2.87 -8.59  0.114
H 4.17 -3.24 -6.49  0.088

E_HOMO   -4.3 eV

***

No. 2
Molecular formula: C25H50Br6O9
Method: DFT, the ωB97M-V functional and the def2-TZVPD basis

Each line ends with the Löwdin charge.
Cartesian coordinates (Å):
C -2.03 -0.90 -3.23  -0.076
C -1.61 -2.02 -4.18  -0.198
O -2.34 -1.81 -5.40  -0.011
C -1.98 -2.57 -6.44  -0.555
C -3.07 -2.65 -7.48  0.016
O -0.97 -3.20 -6.51  0.106
H -1.38 -0.72 -2.38  0.051
H -3.04 -1.10 -2.85  0.069
H -2.11 0.01 -3.83  0.075
H -0.55 -1.89 -4.37  0.117
H -1.90 -2.97 -3.74  0.123
H -3.48 -1.65 -7.67  0.085
H -3.88 -3.29 -7.12  0.089
H -2.70 -3.00 -8.43  0.084
C -0.67 -2.24 3.04  -0.078
C -0.64 -2.94 1.71  -0.180
O -2.03 -3.08 1.32  -0.013
C -2.35 -3.28 0.06  -0.549
C -3.78 -3.60 -0.20  0.027
O -1.55 -3.14 -0.85  0.077
H 0.36 -2.10 3.39  0.077
H -1.10 -2.81 3.86  0.071
H -1.11 -1.24 3.02  0.037
H -0.12 -2.30 1.01  0.090
H -0.31 -3.97 1.81  0.139
H -4.01 -3.66 -1.25  0.086
H -4.43 -2.88 0.31  0.087
H -4.07 -4.51 0.34  0.094
C 2.11 -0.33 5.49  -0.060
C 0.66 0.01 5.80  -0.220
O -0.14 -1.15 6.02  -0.024
C -0.20 -1.65 7.26  -0.546
C -0.99 -2.95 7.26  0.024
O 0.18 -1.13 8.27  0.120
H 2.55 -0.96 6.26  0.082
H 2.66 0.61 5.41  0.084
H 2.21 -0.86 4.54  0.062
H 0.58 0.75 6.60  0.124
H 0.28 0.46 4.88  0.107
H -1.08 -3.41 6.28  0.065
H -1.98 -2.81 7.70  0.089
H -0.47 -3.64 7.92  0.087
C 2.40 0.77 -3.76  -0.039
C 2.95 0.00 -2.55  -0.216
O 2.22 -1.22 -2.43  -0.015
C 2.12 -1.80 -1.23  -0.532
C 1.55 -3.19 -1.35  0.038
O 2.54 -1.34 -0.20  0.096
H 2.00 0.04 -4.46  0.078
H 3.14 1.42 -4.22  0.073
H 1.59 1.39 -3.37  0.059
H 4.02 -0.22 -2.66  0.129
H 2.88 0.61 -1.64  0.100
H 2.36 -3.92 -1.36  0.098
H 0.97 -3.20 -2.27  0.082
H 0.92 -3.38 -0.49  0.047
C 0.20 1.45 -0.74  -0.001
C 1.13 1.56 0.43  -0.475
C 0.96 0.60 1.58  -0.008
O 1.95 2.45 0.48  0.044
H -0.82 1.45 -0.35  0.067
H 0.43 0.52 -1.27  0.072
H 0.35 2.29 -1.41  0.076
H 0.40 1.14 2.35  0.093
H 1.92 0.25 1.95  0.090
H 0.34 -0.25 1.30  0.053
Br -3.63 0.33 2.34  0.614
C -3.64 1.63 0.81  -0.658
C -3.72 0.89 -0.49  -0.673
Br -3.97 2.24 -1.92  0.601
H -2.75 2.24 0.88  0.020
H -4.53 2.24 0.98  0.050
H -4.61 0.26 -0.56  0.052
H -2.85 0.28 -0.69  0.031
Br 4.35 4.83 2.28  0.619
C 5.43 4.40 0.72  -0.686
C 4.56 3.66 -0.28  -0.713
Br 5.48 3.55 -2.02  0.587
H 6.26 3.81 1.06  0.054
H 5.82 5.29 0.22  0.048
H 3.61 4.16 -0.47  -0.006
H 4.28 2.66 0.02  0.040
Br -1.81 4.86 -0.63  0.641
C -0.45 5.99 -1.42  -0.700
C 0.91 5.74 -0.76  -0.693
Br 2.35 6.68 -1.70  0.635
H -0.78 7.02 -1.41  0.056
H -0.30 5.72 -2.46  0.052
H 1.10 4.67 -0.80  0.021
H 0.86 6.05 0.28  0.062

SMILES string   CCOC(C)=O.CCOC(C)=O.CCOC(C)=O.CCOC(C)=O.CC(C)=O.BrCCBr.BrCCBr.BrCCBr
E_HOMO   -9.9 eV
Energy relative to the best compared isomer or geometry (same formula, charge and spin)   0.0 kJ/mol

***

No. 3
Molecular formula: C25H50BrF3N2O6P
Method: DFT, the ωB97M-V functional and the def2-TZVPD basis

Each line ends with the Löwdin charge.
Cartesian coordinates (Å):
C 5.50 6.43 -1.33  -0.099
C 5.08 4.90 -1.43  -0.249
C 3.52 4.84 -1.13  -0.610
Br 2.54 5.02 -2.81  0.837
C 3.10 3.64 -0.24  -0.085
C 2.31 2.48 -0.44  -0.032
C 1.60 2.05 -1.74  -0.505
F 1.10 0.77 -1.51  0.086
F 0.54 2.82 -2.08  0.104
F 2.46 1.90 -2.79  0.115
N 2.23 1.72 0.73  0.161
C 2.98 2.38 1.66  -0.353
P 3.05 1.60 3.36  0.955
C 1.24 1.17 3.72  -0.285
C 3.47 2.86 4.69  -0.283
N 3.53 3.51 1.12  0.004
C 4.42 4.42 1.87  -0.077
C 5.85 3.79 2.19  -0.358
C 6.19 2.49 1.37  -0.074
C 7.03 4.83 1.95  -0.071
H 4.67 7.07 -1.72  0.076
H 6.46 6.64 -1.87  0.090
H 5.63 6.71 -0.25  0.068
H 5.61 4.39 -0.57  0.066
H 5.33 4.45 -2.41  0.111
H 3.30 5.77 -0.53  0.102
H 1.70 0.85 0.80  0.173
H 0.90 0.26 3.18  0.040
H 1.07 1.06 4.82  0.058
H 0.59 2.04 3.40  0.056
H 4.58 2.96 4.83  0.035
H 2.99 3.84 4.46  0.043
H 3.08 2.46 5.66  0.061
H 4.62 5.31 1.21  0.112
H 3.93 4.75 2.81  0.122
H 5.90 3.53 3.28  0.107
H 5.82 1.59 1.94  0.069
H 7.31 2.35 1.32  0.097
H 5.84 2.52 0.32  0.073
H 6.69 5.83 2.32  0.085
H 7.87 4.52 2.62  0.095
H 7.33 4.89 0.87  0.081
C -2.30 -1.92 -1.52  -0.122
O -2.59 -0.60 -1.93  -0.191
C -1.57 -0.02 -2.73  -0.195
C -2.15 0.72 -3.93  -0.174
O -2.78 -0.10 -4.91  -0.116
C -4.00 -0.73 -4.56  -0.172
C -5.18 0.21 -4.34  -0.190
O -5.03 0.95 -3.14  -0.206
C -5.44 2.30 -3.24  -0.112
H -1.60 -1.91 -0.67  0.090
H -3.24 -2.38 -1.20  0.080
H -1.89 -2.52 -2.34  0.086
H -0.87 -0.78 -3.09  0.127
H -1.02 0.69 -2.11  0.094
H -1.32 1.21 -4.44  0.128
H -2.82 1.53 -3.61  0.114
H -3.87 -1.41 -3.72  0.111
H -4.25 -1.37 -5.42  0.129
H -6.10 -0.38 -4.26  0.128
H -5.27 0.87 -5.21  0.124
H -5.12 2.74 -4.19  0.086
H -4.97 2.85 -2.43  0.086
H -6.53 2.37 -3.15  0.089
C -3.31 -7.67 4.06  -0.114
O -3.23 -7.63 2.65  -0.205
C -4.26 -8.37 2.00  -0.190
C -4.86 -7.61 0.83  -0.175
O -5.61 -6.45 1.19  -0.118
C -4.90 -5.33 1.70  -0.176
C -3.97 -4.64 0.72  -0.200
O -2.83 -5.44 0.44  -0.198
C -2.43 -5.41 -0.92  -0.106
H -2.89 -8.62 4.43  0.089
H -2.72 -6.85 4.46  0.086
H -4.34 -7.56 4.41  0.088
H -5.05 -8.64 2.70  0.123
H -3.80 -9.30 1.63  0.127
H -5.57 -8.28 0.34  0.129
H -4.10 -7.37 0.08  0.111
H -4.38 -5.59 2.63  0.112
H -5.68 -4.61 1.98  0.128
H -3.62 -3.70 1.15  0.122
H -4.53 -4.41 -0.20  0.121
H -3.29 -5.46 -1.59  0.094
H -1.82 -6.29 -1.10  0.092
H -1.84 -4.51 -1.12  0.063

E_HOMO   -10.3 eV
Energy relative to the best compared isomer or geometry (same formula, charge and spin)   133.4 kJ/mol
Net charge   +1

***

No. 4
Molecular formula: C25H50F3N4O7S2
Method: DFT, the ωB97M-V functional and the def2-TZVPD basis

Each line ends with the Löwdin charge.
Cartesian coordinates (Å):
C -4.45 2.01 -0.26  0.031
C -5.23 1.14 -1.26  -0.462
O -6.07 0.39 -0.85  0.160
O -4.91 1.20 -2.62  -0.029
C -4.36 -0.02 -3.11  -0.084
C -2.89 0.14 -3.49  -0.066
C -1.79 -0.53 -3.03  -0.140
S -1.91 -1.81 -1.83  0.680
O -3.08 -2.58 -2.05  -0.198
O -0.75 -2.62 -1.77  -0.213
F -2.09 -1.10 -0.43  -0.117
N -0.66 -0.03 -3.71  0.088
C 0.71 -0.53 -3.50  -0.058
C 1.82 0.57 -3.51  -0.158
C 1.41 1.93 -2.90  -0.204
C 2.64 2.63 -2.24  -0.190
S 4.04 2.88 -3.39  0.601
O 5.05 1.90 -3.15  -0.274
O 4.51 4.22 -3.23  -0.258
O 3.50 2.79 -4.92  -0.157
C -1.14 0.89 -4.52  -0.261
F -0.32 1.51 -5.31  0.225
N -2.45 1.06 -4.44  0.134
C -3.34 1.99 -5.16  -0.019
C -2.60 3.22 -5.77  -0.341
C -2.07 2.95 -7.21  -0.014
F -3.46 4.31 -5.84  0.008
H -4.43 3.06 -0.60  0.093
H -3.41 1.65 -0.20  0.083
H -4.97 1.94 0.71  0.090
H -4.51 -0.81 -2.37  0.123
H -4.92 -0.32 -4.01  0.161
H 0.81 -1.08 -2.56  0.124
H 0.93 -1.24 -4.32  0.152
H 2.64 0.17 -2.88  0.131
H 2.24 0.63 -4.52  0.102
H 1.08 2.64 -3.68  0.104
H 0.64 1.83 -2.12  0.122
H 2.97 2.12 -1.32  0.113
H 2.34 3.66 -1.98  0.110
H 3.79 1.93 -5.27  0.090
H -3.95 1.51 -5.94  0.156
H -4.05 2.42 -4.43  0.142
H -1.79 3.52 -5.09  0.144
H -2.45 3.66 -7.95  0.098
H -2.24 1.90 -7.48  0.082
H -0.97 3.10 -7.17  0.078
C -0.78 -0.38 6.65  -0.084
C -1.74 -0.12 5.51  -0.269
N -1.20 -0.46 4.20  -0.194
C -1.97 0.05 3.09  -0.259
C -3.40 -0.47 2.91  -0.075
C -0.72 -1.83 4.05  -0.260
C -1.72 -2.97 4.32  -0.073
H 0.18 0.11 6.49  0.080
H -1.20 0.00 7.58  0.076
H -0.60 -1.45 6.80  0.067
H -1.97 0.95 5.51  0.118
H -2.69 -0.64 5.71  0.103
H -1.41 -0.11 2.16  0.094
H -2.03 1.14 3.20  0.109
H -3.41 -1.49 2.51  0.056
H -3.93 0.15 2.18  0.050
H -3.98 -0.45 3.83  0.074
H 0.13 -1.97 4.72  0.090
H -0.30 -1.95 3.05  0.109
H -2.29 -2.82 5.23  0.071
H -1.17 -3.91 4.43  0.075
H -2.41 -3.10 3.49  0.054
C 3.91 -3.83 4.37  -0.084
C 3.25 -2.75 3.53  -0.274
N 3.87 -1.44 3.67  -0.192
C 3.07 -0.36 3.11  -0.241
C 2.82 -0.36 1.60  -0.095
C 5.30 -1.38 3.39  -0.243
C 5.78 -1.84 2.01  -0.083
H 3.96 -3.54 5.42  0.082
H 3.33 -4.75 4.31  0.074
H 4.92 -4.06 4.02  0.066
H 2.21 -2.67 3.86  0.097
H 3.23 -3.08 2.48  0.101
H 3.52 0.59 3.39  0.115
H 2.10 -0.38 3.61  0.101
H 3.71 -0.07 1.04  0.049
H 2.04 0.36 1.36  0.058
H 2.49 -1.34 1.23  0.061
H 5.82 -1.98 4.14  0.104
H 5.65 -0.36 3.56  0.116
H 5.33 -2.78 1.70  0.066
H 6.86 -1.99 2.03  0.075
H 5.58 -1.09 1.24  0.051

E_HOMO   -9.7 eV
Net charge   +1

***

No. 5
Molecular formula: C25H51ClFNO5PS3
Method: DFT, the ωB97M-V functional and the def2-TZVPD basis

Each line ends with the Löwdin charge.
Cartesian coordinates (Å):
C 5.42 -2.85 1.48  -0.118
C 6.59 -2.41 0.58  -0.247
C 6.06 -1.49 -0.55  -0.203
C 6.81 -0.14 -0.64  -0.205
C 5.85 1.01 -1.02  -0.201
C 5.33 1.77 0.22  -0.189
C 3.78 1.74 0.33  -0.201
C 3.14 2.99 -0.34  -0.193
C 2.14 2.56 -1.44  -0.185
C 0.98 1.81 -0.76  -0.209
C -0.32 1.76 -1.61  -0.173
C -1.61 2.12 -0.83  -0.126
C -2.45 0.96 -0.30  -0.425
O -3.06 0.12 -1.26  -0.204
C -3.22 0.61 -2.58  -0.134
C -4.28 -0.29 -3.31  -0.148
O -4.86 -1.17 -2.37  -0.181
C -5.33 -2.38 -2.94  -0.262
C -5.51 -3.38 -1.81  -0.061
C -1.49 -0.01 0.49  -0.429
S -0.90 -1.37 -0.59  0.929
C -2.15 -0.75 1.67  -0.421
F -2.99 -1.72 1.30  0.001
N -2.78 0.15 2.69  -0.189
P -4.05 -0.77 3.66  0.415
S -3.26 -2.07 4.82  0.266
C -3.24 1.49 2.16  -0.619
S -2.04 2.78 2.67  0.900
C -3.62 1.47 0.67  -0.610
Cl -5.06 0.39 0.60  0.869
C -4.13 2.89 0.36  -0.199
C -5.09 3.02 -0.83  -0.097
C -6.47 3.44 -0.37  -0.557
O -6.94 3.15 0.68  0.109
O -7.15 4.14 -1.27  0.135
H 4.66 -3.36 0.89  0.072
H 5.81 -3.48 2.29  0.051
H 4.96 -1.97 1.94  0.065
H 7.35 -1.87 1.15  0.095
H 7.06 -3.31 0.17  0.099
H 6.23 -2.01 -1.48  0.106
H 5.00 -1.30 -0.41  0.088
H 7.58 -0.22 -1.41  0.105
H 7.32 0.10 0.29  0.097
H 6.42 1.70 -1.66  0.103
H 5.03 0.60 -1.61  0.096
H 5.72 1.25 1.10  0.099
H 5.67 2.80 0.22  0.103
H 3.45 0.83 -0.15  0.084
H 3.54 1.73 1.40  0.102
H 2.62 3.55 0.44  0.102
H 3.93 3.61 -0.76  0.105
H 2.68 1.83 -2.04  0.114
H 1.82 3.43 -2.00  0.111
H 1.30 0.78 -0.64  0.081
H 0.78 2.18 0.25  0.099
H -0.20 2.53 -2.37  0.113
H -0.40 0.84 -2.17  0.078
H -2.18 2.84 -1.42  0.116
H -1.28 2.69 0.04  0.086
H -2.29 0.47 -3.14  0.119
H -3.57 1.63 -2.65  0.109
H -3.84 -0.82 -4.15  0.121
H -5.09 0.37 -3.64  0.124
H -4.60 -2.77 -3.66  0.119
H -6.31 -2.24 -3.41  0.122
H -4.54 -3.78 -1.52  0.075
H -5.92 -2.86 -0.94  0.070
H -6.20 -4.17 -2.10  0.076
H -0.65 0.53 0.93  0.098
H 0.41 -1.39 -0.27  -0.101
H -1.34 -1.27 2.19  0.152
H -2.06 0.34 3.39  0.119
H -4.64 0.28 4.39  0.018
H -4.97 -1.30 2.75  -0.012
H -4.15 1.74 2.69  0.081
H -0.84 2.20 2.44  -0.106
H -4.69 3.21 1.24  0.113
H -3.34 3.63 0.27  0.103
H -5.23 2.12 -1.42  0.106
H -4.74 3.83 -1.46  0.133
H -8.02 4.32 -0.89  0.142
C 6.32 -6.81 2.61  -0.152
O 5.77 -5.69 3.31  -0.142
H 5.83 -6.88 1.64  0.077
H 7.40 -6.67 2.46  0.077
H 6.14 -7.73 3.17  0.076
H 6.21 -5.64 4.16  0.077

E_HOMO   -11.7 eV
Net charge   +1

***

- What is the E_HOMO in the second record?
  -9.9 eV

***

- Which value of E_HOMO does entry 3 give?
  -10.3 eV

***

- Which value of E_HOMO does entry 1 give?
  -4.3 eV